Density functional theory data (wB97M-V/def2-TZVPD) for a molecular structure, C37H53N4O2OsP2 in a non-equilibrium geometry.

Positions of all 99 atoms, in Å:
C (2.1828, -0.7064, 2.1268)
C (1.9687, 1.6826, 1.8715)
C (3.1396, -0.5311, 3.1273)
C (3.1311, 1.8268, 2.6695)
C (3.6507, 0.7434, 3.3661)
H (3.4754, -1.4029, 3.6905)
H (3.5803, 2.8208, 2.7820)
H (4.4256, 0.9056, 4.1173)
N (1.5984, 0.3786, 1.5383)
P (1.0041, -2.1397, 0.0346)
P (-0.3114, 2.4118, 0.5053)
C (1.7226, -2.1222, 1.7473)
H (2.5534, -2.8493, 1.8047)
H (0.9736, -2.5022, 2.4721)
C (-1.0563, -0.4714, -1.3574)
O (-1.6780, -0.7930, -2.3067)
C (1.2314, 2.9045, 1.4926)
H (1.7721, 3.7466, 1.0538)
C (-0.7331, 3.5725, -1.0194)
C (-1.0419, 3.1987, 2.1019)
C (2.5949, -2.4446, -1.0291)
C (-0.0205, -3.7599, 0.0514)
C (-0.9755, 2.7504, -2.2947)
H (-1.8359, 2.0805, -2.1805)
H (-1.1946, 3.4399, -3.1261)
H (-0.1014, 2.1613, -2.5901)
C (-2.0321, 4.3415, -0.7420)
H (-2.8597, 3.6431, -0.5661)
H (-1.9520, 5.0209, 0.1111)
H (-2.2930, 4.9472, -1.6242)
C (0.4422, 4.5176, -1.2866)
H (0.1622, 5.1727, -2.1297)
H (0.6623, 5.1869, -0.4507)
H (1.3427, 3.9375, -1.5350)
C (-2.5620, 3.0567, 2.1063)
H (-2.9022, 2.2093, 1.4965)
H (-2.8750, 2.8596, 3.1399)
H (-3.0507, 3.9728, 1.7617)
C (-0.4828, 2.4456, 3.3190)
H (-0.7042, 1.3764, 3.2751)
H (0.6065, 2.5624, 3.4328)
H (-0.9186, 2.8865, 4.2177)
C (-0.5386, 4.6686, 2.1742)
H (0.1541, 4.9858, 1.3801)
H (-1.3727, 5.3760, 2.1764)
H (0.0231, 4.7992, 3.1091)
C (-0.5130, -4.0759, -1.3720)
H (-1.3041, -4.8368, -1.2908)
H (-0.9473, -3.1980, -1.8720)
H (0.2770, -4.4989, -2.0053)
C (-1.2476, -3.5787, 0.9533)
H (-0.9671, -3.3895, 1.9968)
H (-1.9057, -2.7742, 0.6078)
H (-1.8263, -4.5149, 0.9335)
C (0.7563, -4.9658, 0.6170)
H (0.0176, -5.7162, 0.9338)
H (1.3858, -5.4595, -0.1294)
H (1.3613, -4.7177, 1.4980)
C (3.6580, -1.3537, -0.7865)
H (4.5951, -1.6595, -1.2752)
H (3.4037, -0.4202, -1.2825)
H (3.8484, -1.1597, 0.2771)
C (2.1772, -2.4156, -2.5106)
H (1.6242, -1.4996, -2.7530)
H (3.0850, -2.4307, -3.1337)
H (1.5599, -3.2736, -2.8031)
C (3.3079, -3.7698, -0.7000)
H (3.5562, -3.8656, 0.3660)
H (2.7580, -4.6549, -1.0333)
H (4.2650, -3.7835, -1.2452)
Os (0.0063, 0.0013, 0.0492)
N (1.4342, 0.4711, -1.4662)
C (2.1350, 1.3427, -1.8692)
C (3.2542, 2.2138, -2.0168)
C (3.5461, 2.1268, -3.3977)
C (4.0869, 3.0889, -1.1912)
C (4.6141, 2.7617, -3.9857)
H (2.8330, 1.5112, -3.9738)
C (5.1954, 3.7158, -1.8049)
H (3.8827, 3.2418, -0.1077)
C (5.4459, 3.5500, -3.1800)
H (4.7317, 2.5892, -5.0644)
H (5.9038, 4.3487, -1.2301)
H (6.2855, 4.0333, -3.6563)
N (-6.2266, -1.3246, 3.3865)
C (-4.9557, -1.4025, 3.8919)
O (-4.7222, -1.7404, 5.0447)
C (-3.8669, -1.0049, 2.9518)
C (-2.5525, -1.0706, 3.4303)
C (-1.4878, -0.7414, 2.6108)
N (-1.6890, -0.3396, 1.3295)
C (-2.9610, -0.1925, 0.8701)
C (-4.0606, -0.5267, 1.6508)
H (-6.9619, -1.6818, 3.9799)
H (-6.4217, -1.2131, 2.4072)
H (-2.3233, -1.3760, 4.4476)
H (-0.4530, -0.8031, 2.9652)
H (-3.0980, 0.1923, -0.1465)
H (-5.0439, -0.3801, 1.2050)

Its charge is +3. The spin multiplicity is 5. The value obtained for the LUMO energy (spin up / spin down) is -8.076 / -11.712 eV. The gap between HOMO and LUMO (spin up / spin down) comes out at 5.728 / 5.231 eV. The HOMO energy (spin up / spin down) comes out at -13.80 / -16.94 eV. Its calculated total energy is -2583.4805 hartree.